Entry from the Open Molecules 2025 dataset: a molecular structure, C35H42GeN2O5PW (the ωB97M-V functional and the def2-TZVPD basis).

Structure (XYZ):
```
87
Properties=species:S:1:pos:R:3:forces:R:3:mulliken_charge:R:1
W -0.419832 0.029097 0.138452 -0.2002 0.3773 0.0956 1.2650
Ge 1.904029 -0.841241 -0.738378 -0.1979 0.1642 0.0216 0.6136
P -3.013466 -0.222820 -1.193701 0.0348 -0.1847 -0.3779 -0.3888
O -3.742113 -1.306170 -2.081395 -0.0805 -0.0460 0.0990 -0.2344
O -0.446671 1.626339 -1.009496 -0.1650 -0.1531 -0.0051 0.1423
O -1.352197 -0.767776 -1.561360 -0.0957 -0.0180 0.0475 -0.0616
O -0.576483 -0.865123 1.790185 0.0904 -0.0127 -0.1922 0.4573
O -2.824910 -0.920713 0.266693 0.4152 0.3537 -0.0633 -0.1655
N -0.966858 2.963277 0.739765 0.0118 0.0574 0.0575 -0.9213
N -1.025322 1.719372 1.355297 0.2514 -0.2262 -0.1392 0.2795
C 1.891588 0.925047 1.554354 0.2060 -0.0320 0.2318 0.6382
C -0.150922 3.802991 -2.722799 0.0176 -0.0141 -0.0017 -0.0551
C -1.420133 1.732143 2.606931 -0.0029 0.0041 -0.0022 1.3824
C 2.592984 3.239814 0.192804 0.0084 0.0088 0.0124 -0.5396
C -0.916066 -0.747857 -2.968213 0.0224 -0.0400 -0.0315 -0.0947
C -1.114995 -0.691053 3.002650 0.1625 0.0334 0.1118 0.6714
C -6.181823 -1.347272 -2.216406 0.0234 0.0000 -0.0031 -1.2223
C 2.422478 3.259245 1.590196 -0.0052 0.0048 -0.0300 -0.6428
C -0.572322 5.291338 -0.867400 -0.0165 -0.0115 0.0190 -0.5296
C -1.501502 0.539409 3.397954 -0.0339 -0.0250 -0.0292 -1.3480
C -1.812176 3.027078 3.240964 -0.0186 -0.0123 0.0037 -1.5641
C 2.063737 0.882916 0.164290 -0.2854 -0.1619 0.2706 -0.1976
C 4.152960 -3.565297 1.591726 -0.0094 0.0132 0.0071 0.7225
C -0.058129 6.180410 -3.040286 -0.0008 -0.0115 0.0065 -0.4295
C -1.180912 -1.917806 3.852082 0.0131 -0.0085 -0.0281 -1.7760
C -2.886149 -2.388300 0.456750 -0.1071 -0.0793 0.0775 0.4219
C 1.913304 -4.467039 1.389629 -0.0262 -0.0046 -0.0222 -1.0461
C 3.191467 -4.572284 1.854340 0.0272 -0.0059 0.0063 -0.8035
C -0.369961 6.376965 -1.699444 0.0032 0.0099 -0.0077 -0.8063
C 2.383596 2.084429 -0.512145 -0.0265 0.0347 -0.0213 -0.2003
C 0.050344 4.894593 -3.551856 -0.0047 0.0106 0.0044 -0.9899
C 5.481755 -3.674430 2.070293 -0.0083 -0.0279 0.0117 -0.8874
C -0.648163 2.844671 -0.497239 0.0314 -0.0494 0.0254 0.0517
C 2.436812 -2.336201 0.358885 -0.0170 -0.0098 0.0322 0.9748
C -4.220402 -2.747472 1.056659 0.0150 0.0192 -0.0205 -1.4444
C 1.537963 -3.337235 0.633631 0.0155 0.0079 -0.0164 -0.1693
C 3.779678 -2.426419 0.834960 -0.0007 0.0113 0.0402 0.6560
C 6.031518 -1.562412 1.061849 0.0054 -0.0206 0.0163 -1.0212
C 2.564447 -0.815425 -2.560296 0.0249 0.0565 -0.0583 -1.1541
C 2.061477 2.119183 2.267200 0.0023 -0.0593 -0.0013 -0.9838
C -0.735677 -2.165733 -3.439967 -0.0163 0.0243 0.0072 -1.4891
C -4.908787 -0.936957 -2.907077 -0.0170 -0.0074 0.0078 -0.3259
C -0.462308 3.998133 -1.378789 -0.0282 -0.0302 -0.0641 0.4214
C 6.399557 -2.699687 1.812809 0.0157 0.0249 -0.0147 -0.6323
C 4.757785 -1.429764 0.589057 -0.0270 0.0087 -0.0159 -0.5552
H -6.184499 -2.416978 -2.010037 -0.0066 -0.0025 -0.0073 0.3040
H -1.680719 -2.705815 -3.407431 0.0053 -0.0117 -0.0005 0.3324
H -1.898301 0.637182 4.397589 -0.0128 0.0247 -0.0082 0.5062
H -2.134134 -1.967984 4.375528 0.0069 0.0000 0.0186 0.4655
H -2.656504 3.464208 2.706405 0.0068 0.0057 -0.0054 0.3361
H -7.027553 -1.124608 -2.867045 -0.0056 -0.0030 0.0062 0.4565
H 0.289530 4.745440 -4.595978 0.0004 -0.0019 -0.0005 0.4427
H -4.245015 -3.818939 1.257762 -0.0049 -0.0006 -0.0028 0.4344
H 7.412034 -2.794332 2.180488 0.0009 0.0060 0.0000 0.4147
H 3.493086 -5.439379 2.428991 0.0059 0.0044 0.0032 0.4265
H 4.495499 -0.540891 0.023298 0.0131 -0.0190 -0.0020 0.2608
H -4.757939 -1.467694 -3.843165 0.0048 0.0108 -0.0067 0.3088
H -2.075925 2.882577 4.284382 -0.0040 -0.0045 -0.0041 0.5096
H -0.068432 2.797535 -3.114609 -0.0014 0.0055 -0.0057 0.3699
H -0.455803 7.380419 -1.305512 -0.0006 0.0009 -0.0019 0.4448
H 1.950924 -1.426145 -3.218256 0.0180 -0.0257 -0.0067 0.3803
H -5.033272 -2.510646 0.371355 -0.0032 -0.0086 0.0089 0.2298
H 2.583760 4.182239 2.131897 -0.0009 0.0049 -0.0044 0.4730
H -0.815067 5.431545 0.177081 0.0001 0.0091 -0.0023 0.4963
H -0.004563 -0.157142 -3.004962 -0.0167 0.0101 0.0050 0.0197
H -2.720596 -2.869862 -0.505011 0.0106 0.0181 -0.0064 0.2725
H -2.061221 -2.625565 1.124069 -0.0137 0.0102 -0.0127 0.0113
H 5.757343 -4.549829 2.645065 -0.0049 -0.0020 -0.0019 0.4246
H 2.491174 2.090056 -1.589782 -0.0131 -0.0018 -0.0018 0.1758
H 2.884826 4.144534 -0.324244 -0.0013 0.0017 0.0036 0.4794
H -0.994961 3.743454 3.157543 0.0062 -0.0010 0.0037 0.3125
H 2.614444 0.199038 -2.952954 -0.0237 -0.0088 -0.0252 0.4238
H 3.568933 -1.239127 -2.548880 0.0112 0.0127 0.0167 0.3862
H 0.522101 -3.279103 0.253735 -0.0246 -0.0086 0.0060 0.3224
H 6.764922 -0.792556 0.862587 0.0071 -0.0041 -0.0011 0.4456
H 1.193981 -5.251049 1.585986 -0.0046 0.0071 -0.0064 0.4871
H -4.871857 0.137326 -3.096380 0.0051 0.0002 -0.0049 0.4247
H -6.322087 -0.799995 -1.283053 -0.0024 0.0056 -0.0037 0.2987
H -0.374487 -2.164776 -4.469091 0.0058 0.0014 0.0015 0.4597
H -0.389130 -1.898471 4.602961 0.0173 0.0018 -0.0174 0.3880
H 1.933962 2.129593 3.341730 0.0159 0.0018 0.0013 0.5723
H -1.045830 -2.813377 3.249153 -0.0109 -0.0051 -0.0009 0.2439
H -1.685361 -0.220575 -3.534109 -0.0161 0.0009 0.0042 0.5755
H 1.729230 0.002728 2.103839 0.0145 -0.0010 -0.0146 0.6572
H -0.007957 -2.693689 -2.821124 0.0047 -0.0071 0.0021 0.2615
H 0.099097 7.032678 -3.687585 -0.0003 0.0022 0.0019 0.4268
H -4.382830 -2.215992 1.993603 0.0052 -0.0023 0.0051 0.3203
```
Positions in Å, forces in eV/Å.

Summary:
multiplicity: 2
strongest force on any atom: 0.011 Eh/bohr
highest occupied orbital energy (spin up / spin down): -12.83 / -12.83 eV
orbital gap (spin up / spin down): 6.0247 / 5.8617 eV
net charge: +2
DFT total energy: -117811.870 eV

Entry from the Open Molecules 2025 dataset: a molecular structure, C35H42N10O4PPbTe (the ωB97M-V functional and the def2-TZVPD basis).

Structure (XYZ):
```
94
Properties=species:S:1:pos:R:3:forces:R:3:mulliken_charge:R:1
Pb -0.181193 -0.408718 -0.970333 -0.0559 -0.0936 0.0089 0.8043
Te -3.699309 1.488993 -1.084193 0.0079 0.0369 -0.0240 -0.0642
P -0.382888 0.016601 2.176677 0.0576 0.0034 -0.0021 0.9841
O 3.076795 -3.103666 0.335369 -0.0067 -0.0119 -0.0483 -0.8706
O 1.052637 -2.196756 0.072363 0.0348 0.0129 0.0169 -0.6486
O 0.328204 -2.276132 -3.019969 0.0246 0.0678 -0.0140 -0.6104
O 3.686196 1.731265 -0.721998 -0.0104 0.0034 -0.0167 -0.8018
N 0.128037 2.143035 -0.753626 0.0430 -0.0288 -0.0094 0.0820
N 1.009431 -4.325428 -2.306705 -0.0099 0.0230 0.0176 0.2155
N -0.782302 1.948173 -3.610113 -0.0673 -0.0294 -0.0488 -0.3771
N -1.325522 -2.809193 1.503022 0.0084 0.0029 0.0565 0.0893
N 2.523865 -2.779162 -3.200626 -0.0370 -0.0113 -0.0227 0.3571
N -0.030569 0.881241 -3.747814 0.0915 -0.0156 0.0206 -0.0078
N 2.025883 0.152438 -0.803291 0.0044 0.0227 0.0748 0.5402
N -2.892275 2.629424 -4.441084 -0.0029 -0.0013 -0.0147 -0.7395
N -1.817851 1.756639 -4.379587 -0.0128 -0.0111 -0.0812 1.0292
N -1.815054 0.614016 -5.028910 -0.0540 0.0605 0.0580 -0.9664
C -3.594293 6.398013 -1.714596 -0.0006 0.0030 -0.0015 -0.4187
C 2.505166 1.398603 -0.877556 -0.0135 -0.0243 0.0036 0.2098
C -4.630216 4.251974 -2.085935 -0.0041 0.0129 -0.0047 -0.2095
C 1.478032 2.482390 -1.204603 -0.0154 -0.0181 -0.0042 -0.8353
C -2.635446 5.773529 -0.928768 0.0014 -0.0027 0.0045 -0.8783
C -0.673706 1.695872 2.843791 0.0130 -0.0023 0.0033 -0.2413
C -2.672620 4.399082 -0.731177 0.0003 0.0122 -0.0124 0.0505
C -3.216579 -1.227187 4.890378 -0.0045 -0.0094 -0.0023 -0.9630
C 2.085153 -5.220486 -1.909760 0.0013 0.0011 0.0058 -0.4718
C -2.902746 -3.007032 3.304815 -0.0004 0.0000 0.0024 -0.7514
C 3.594974 -0.094835 3.068700 -0.0108 0.0051 -0.0104 -0.6273
C -2.251107 -0.492162 4.225371 0.0004 -0.0030 -0.0123 -0.4006
C 3.247704 -5.084842 -2.869657 0.0019 -0.0058 -0.0076 -0.8549
C -0.683823 0.076206 -4.601635 0.0102 0.0144 0.0127 -0.1903
C 1.209704 -0.451770 2.937757 -0.0089 -0.0168 0.0383 0.8529
C -1.269367 4.263602 3.760086 0.0020 -0.0038 -0.0042 -0.6589
C -1.600105 -0.984307 3.094408 0.0038 0.0132 0.0116 0.1795
C 1.333002 -1.506438 3.837226 -0.0008 0.0112 -0.0126 -0.6452
C -0.175741 3.577158 4.269384 -0.0049 -0.0012 -0.0003 -0.6097
C -1.767027 2.395137 2.329812 -0.0058 0.0084 -0.0108 0.0613
C 3.672545 -3.632436 -2.931491 -0.0030 0.0060 0.0114 -0.4681
C 2.578559 -1.858120 4.340187 0.0044 0.0012 -0.0034 -0.6594
C 3.709678 -1.152665 3.960615 -0.0012 -0.0025 0.0075 -0.6729
C -3.663882 3.599593 -1.309828 -0.0176 -0.0179 0.0077 -0.5488
C -3.542334 -2.491419 4.413072 -0.0028 0.0055 0.0005 -0.6441
C -2.066536 3.668889 2.791530 -0.0063 0.0012 -0.0004 -0.4706
C 0.119762 2.297590 3.818503 -0.0004 0.0043 0.0090 -0.1640
C -1.918773 -2.273434 2.626401 0.0051 -0.0134 -0.0487 0.3564
C -4.595478 5.625097 -2.289067 -0.0006 -0.0060 0.0025 -0.4518
C 2.767800 -1.487372 -3.820985 0.0147 0.0039 0.0090 -1.0769
C 2.340011 -2.166592 0.028131 -0.0193 0.0154 0.0442 0.5110
C 2.355256 0.245259 2.553018 0.0146 -0.0028 -0.0229 -0.4455
C 2.986477 -0.874982 -0.467446 -0.0064 -0.0069 -0.0178 -1.0082
C 1.249292 -3.087684 -2.834237 0.0460 -0.0403 -0.0113 0.1010
C -0.253327 -4.553897 -1.633970 0.0092 -0.0151 -0.0148 -1.2448
H -1.496986 5.261672 4.113650 0.0007 -0.0004 0.0002 0.3659
H 1.849652 3.421564 -0.790372 0.0083 -0.0052 0.0138 0.4130
H 2.401798 -4.991642 -0.886697 0.0061 0.0102 0.0043 0.2384
H -2.547597 3.514616 -4.079842 -0.0031 0.0074 0.0109 0.3740
H 2.948509 -5.427056 -3.864229 -0.0010 0.0001 0.0014 0.3266
H 4.140794 -3.339548 -1.985264 -0.0004 0.0005 0.0055 0.2053
H -0.037868 2.428381 0.204946 -0.0055 0.0095 -0.0017 -0.1661
H -1.543177 -3.775655 1.326307 0.0025 0.0013 -0.0036 0.2980
H 2.140171 -0.716817 -3.379958 -0.0088 0.0040 -0.0043 0.1783
H 0.970141 1.767823 4.228211 -0.0074 0.0051 -0.0004 0.3430
H -3.714419 -0.817479 5.758949 0.0016 0.0025 -0.0009 0.4197
H 0.451364 4.036486 5.023587 -0.0011 -0.0014 0.0003 0.4062
H 0.453942 -2.059499 4.144175 -0.0047 -0.0005 0.0017 0.3548
H -0.338462 -0.905823 -4.869653 -0.0012 0.0022 0.0050 0.6263
H 1.687886 -6.238818 -1.934674 0.0005 0.0022 0.0078 0.4292
H -2.389790 1.945261 1.559794 0.0004 -0.0067 -0.0025 0.1195
H -3.564439 7.468675 -1.874164 0.0003 -0.0001 -0.0003 0.3720
H 2.662390 -2.691319 5.026736 0.0003 0.0007 -0.0017 0.3837
H -5.424836 3.666488 -2.534675 0.0045 0.0002 -0.0019 0.3610
H -4.302119 -3.081988 4.910656 0.0011 -0.0004 0.0003 0.3610
H -3.158323 -3.995878 2.940283 0.0002 -0.0007 -0.0007 0.4064
H 2.582116 -1.518777 -4.899544 -0.0036 -0.0002 0.0034 0.2765
H -1.847862 6.357044 -0.465073 -0.0015 0.0006 -0.0002 0.3883
H -0.614835 -5.556449 -1.875522 -0.0044 0.0015 0.0037 0.3405
H -0.367409 -2.574377 1.246827 -0.0086 0.0003 -0.0145 -0.2609
H 3.619320 -1.136651 -1.322511 0.0119 0.0060 -0.0004 0.4247
H 4.083234 -5.699900 -2.533148 0.0001 -0.0009 -0.0006 0.4032
H 3.809829 -1.215519 -3.655861 -0.0008 -0.0009 0.0006 0.4961
H 4.681173 -1.434293 4.346737 -0.0005 0.0003 -0.0004 0.3549
H -0.979763 -3.818309 -1.963809 0.0020 -0.0011 0.0015 0.3170
H 4.471067 0.454676 2.748142 0.0041 -0.0072 0.0030 0.4505
H -2.003232 0.499917 4.581131 -0.0004 -0.0014 0.0050 0.4153
H -5.359101 6.093612 -2.899653 0.0009 0.0008 0.0003 0.3537
H 3.680781 -0.532196 0.302190 -0.0050 -0.0029 0.0062 0.5505
H -0.595288 2.549854 -1.337714 0.0062 -0.0022 0.0034 0.0930
H -3.554163 2.276630 -3.736851 -0.0143 -0.0032 0.0054 0.2028
H -0.119887 -4.465069 -0.552503 -0.0078 0.0001 0.0050 0.3255
H 1.453464 2.581873 -2.290996 0.0118 0.0192 0.0064 0.3619
H 4.395978 -3.482712 -3.735746 0.0002 -0.0007 0.0003 0.5260
H 2.287188 1.052309 1.832007 -0.0075 0.0025 -0.0119 0.4825
H -1.917114 3.940745 -0.106033 0.0046 -0.0005 0.0070 0.4060
H -2.918260 4.195079 2.378489 0.0029 0.0023 0.0010 0.5498
```
Positions in Å, forces in eV/Å.

Summary:
multiplicity: 1
strongest force on any atom: 0.002 Eh/bohr
highest occupied orbital energy: -4.03 eV
orbital gap: 6.5649 eV
net charge: -1
DFT total energy: -81901.847 eV